Arrangement a

9
Properties=species:S:1:pos:R:3 method="wB97M-V/def2-TZVPD" e_lumo_ev=-0.43 spin_multiplicity=1 molar_mass_g_mol=108.2
C -0.34998 -0.04112 -0.08352
C 0.66282 0.09172 0.97339
O 0.57053 -0.16314 -1.75164
S -1.79059 0.91726 -0.33116
S -1.70058 -1.15158 -0.12192
H 0.15773 0.35934 1.90143
H 1.38247 0.86527 0.71437
H 1.18610 -0.85403 1.10208
H -0.11849 -0.02371 -2.40303

Arrangement b

9
Properties=species:S:1:pos:R:3 method="wB97M-V/def2-TZVPD" e_lumo_ev=0.02 spin_multiplicity=1 molar_mass_g_mol=108.2
C 0.22423 0.36105 1.60856
C -0.74897 0.66700 0.98627
O -0.62477 1.50434 -1.47117
S -0.17209 -1.37457 -1.87824
S 0.54013 0.62931 -1.37564
H 1.08595 -0.07234 2.17668
H -1.21477 -1.12247 -1.07217
H -1.60047 1.11681 0.33920
H 1.16641 1.01313 -2.60975

The structure with the most favorable energy is arrangement a; the runner-up is 188.3 kJ/mol above it.

Arrangement a

12
Properties=species:S:1:pos:R:3 method="wB97M-V/def2-TZVPD" smiles="N=[S@@H](=O)OCN" e_lumo_ev=0.62 spin_multiplicity=1 molar_mass_g_mol=110.1
N 0.68790 -1.46630 0.18591
S 1.42500 -0.14296 0.28445
O 2.50487 0.21589 -0.62953
O 0.42311 0.97940 0.55907
C -1.01620 0.99743 -0.45587
N -1.63107 -0.19088 -0.06137
H 0.82992 -1.88948 -0.68024
H 1.98637 -0.14917 1.72880
H -1.59482 1.98072 -0.18098
H -0.57832 0.98029 -1.53824
H -1.05460 -1.05759 -0.07895
H -1.98216 -0.25735 0.86697

Arrangement b

12
Properties=species:S:1:pos:R:3 method="wB97M-V/def2-TZVPD" e_lumo_ev=-0.67 spin_multiplicity=1 molar_mass_g_mol=110.1
C 0.70877 0.69570 0.70391
N -0.84126 -2.99501 -0.82409
N 1.13932 -0.64900 0.29801
O -0.67826 0.73133 1.13337
O -2.02933 -0.76660 -0.94250
S -1.52763 -1.98219 -1.66463
H 1.31189 1.23522 1.45306
H 0.89859 1.48801 -0.15748
H -0.76296 -3.02609 0.18110
H 1.22010 -1.21751 1.13880
H 2.10760 -0.63009 -0.06892
H -1.27510 0.25917 0.58410

The structure with the most favorable energy is arrangement b; the runner-up is 171.2 kJ/mol above it.

Arrangement a

14
Properties=species:S:1:pos:R:3 method="wB97M-V/def2-TZVPD" e_lumo_ev="-4.67 / -6.70" spin_multiplicity=1 molar_mass_g_mol=133.6 charge=+1
C 1.28966 0.90313 0.21310
C 2.55375 0.68968 0.32581
C -0.88218 -0.27832 -0.16265
C 0.22978 0.38760 -0.84745
N -0.59515 -1.54105 0.26276
N -1.95883 0.33220 0.36990
O 0.21883 -2.36946 -0.11809
Cl 3.96215 0.20253 -0.06130
H 0.81924 1.54190 0.98484
H -0.14914 1.26485 -1.19437
H 0.72559 -0.27989 -1.48519
H -1.43474 -1.69573 0.94579
H -2.19760 1.20868 0.04964
H -2.58136 -0.36614 0.71723

Arrangement b

14
Properties=species:S:1:pos:R:3 method="wB97M-V/def2-TZVPD" e_lumo_ev="-5.71 / -5.71" spin_multiplicity=1 molar_mass_g_mol=133.6 charge=+1
C -0.68675 1.40464 0.00079
C -1.50938 1.35565 -0.99120
C 0.58365 -0.64373 0.35369
C -0.24464 0.37854 0.97671
N -0.03379 -1.30090 -0.62463
N 1.93803 -0.69876 0.53082
O -1.30672 -1.18470 -0.88100
Cl -2.56071 1.37849 -2.21080
H -0.36312 2.51856 0.03595
H 0.06661 0.71646 1.89703
H -1.14693 -0.23874 1.00423
H 0.44657 -1.91649 -1.23276
H 2.45121 -0.55310 1.39422
H 2.36598 -1.21592 -0.25302

The structure with the most favorable energy is arrangement b; the runner-up is 98.1 kJ/mol above it.